[1]
Computed, not measured: a molecular structure, C47H63AsN7O7RbS, with ωB97M-V/def2-TZVPD.

```
! RIJCOSX wB97M-V def2-TZVPD def2/J DEFGRID3
* xyz -2 1
Rb 0.15741 0.52670 -0.84067
C -0.31335 6.87365 0.55384
C -1.34353 6.89578 1.51713
C -2.13500 5.80099 1.73575
C -1.96903 4.57716 1.03118
C -0.95297 4.60057 0.01922
C -0.14689 5.72898 -0.19160
C -2.72971 3.41456 1.38948
C -4.04853 3.59403 1.91744
C -4.80126 2.53358 2.29570
C -4.22905 1.22281 2.23619
C -4.89256 0.08615 2.70976
C -4.28172 -1.15243 2.72568
C -2.96969 -1.25957 2.25307
C -2.31102 -0.16009 1.75592
C -2.91067 1.12324 1.71450
N -2.19813 2.17582 1.23959
H 0.33062 7.72826 0.39816
H -1.50239 7.78832 2.11272
H -2.87377 5.84438 2.52535
H 0.60472 5.68423 -0.97189
H -4.46374 4.59270 1.95313
H -5.81616 2.65873 2.65711
H -5.90268 0.20268 3.09110
H -4.80117 -2.02405 3.10317
H -2.45642 -2.21403 2.26788
H -1.29050 -0.27383 1.42050
O 0.85493 -0.48750 3.59600
H -0.02351 -0.22443 3.29591
H 1.03984 -1.30921 3.10765
O 2.98504 1.23025 2.47235
H 3.20663 0.73036 1.66139
H 2.30068 0.69830 2.90847
O 3.44336 -0.34547 0.12877
H 3.49266 -0.26141 -0.84803
H 2.89405 -1.12805 0.29808
N -0.81439 2.89803 -1.89730
C -0.87976 3.60627 -0.98694
O 3.65182 -0.02066 -2.64145
C 2.66337 0.02487 -3.37071
C 2.72411 0.60579 -4.79066
C 1.26343 0.69873 -5.17757
C 0.55882 -0.03343 -4.02747
O -0.65561 -0.21512 -4.00843
N 1.41761 -0.38522 -3.04126
H 3.29269 -0.08371 -5.41838
H 3.26459 1.55283 -4.77912
H 1.00131 0.24040 -6.13146
H 0.88582 1.72323 -5.19368
C 1.95882 4.28506 3.65023
C 2.23242 5.34721 2.59939
N 3.65315 5.55298 2.33313
C 4.44929 6.13590 3.40658
C 5.45548 5.14857 3.97608
C 4.25062 5.45187 1.11905
O 5.35553 5.94778 0.90046
C 3.53173 4.73084 0.02187
C 3.59249 5.23626 -1.27213
C 2.96752 4.53236 -2.28670
C 2.31581 3.34833 -1.96733
N 2.27599 2.83955 -0.74082
C 2.88588 3.51287 0.22759
H 0.88244 4.19099 3.79846
H 2.40437 4.55362 4.61008
H 2.34975 3.31360 3.34656
H 1.81496 6.31248 2.91675
H 1.73307 5.10487 1.66760
H 3.75192 6.46304 4.18093
H 4.96478 7.01928 3.02124
H 4.95497 4.25641 4.35148
H 6.01551 5.60482 4.79517
H 6.16110 4.84565 3.20462
H 4.13056 6.15547 -1.46304
H 2.97258 4.88842 -3.30813
H 1.79245 2.78982 -2.73531
H 2.85549 3.04581 1.20557
C -1.30050 -6.65731 -1.54292
C -1.57108 -5.92297 -0.23672
C -0.84077 -4.58880 -0.13644
N 0.58086 -4.82353 -0.05800
C 1.49319 -3.99798 0.45609
S 1.06235 -2.45435 1.06751
N 2.75840 -4.43534 0.52532
C 3.31792 -5.62532 -0.11051
O 4.28221 -5.44178 -0.86995
C 2.73984 -6.87894 0.23973
C 3.10803 -8.04336 -0.50412
C 2.55635 -9.26703 -0.22663
C 1.62800 -9.43493 0.81127
C 1.29484 -8.31533 1.58136
C 1.82877 -7.07584 1.32057
H -1.88108 -7.57843 -1.60506
H -0.25152 -6.94021 -1.64550
H -1.56033 -6.03232 -2.39993
H -1.27511 -6.55086 0.60814
H -2.64194 -5.73363 -0.13376
H -1.14439 -4.03306 0.75313
H -1.07211 -3.94965 -0.99961
H 0.93498 -5.70353 -0.41003
H 3.44484 -3.72211 0.72367
H 3.82885 -7.92225 -1.30180
H 2.84929 -10.12255 -0.82798
H 1.19590 -10.40466 1.02249
H 0.60983 -8.42068 2.41697
H 1.56525 -6.23874 1.95460
C -4.40065 -3.34507 -0.31331
C -4.47639 -1.93406 -0.86908
As -2.75191 -1.32034 -1.63846
C -2.81648 -2.35090 -3.33049
C -3.81669 -1.91600 -4.38691
C -3.29051 0.50304 -2.19569
C -4.77153 0.80046 -2.36256
H -5.33954 -3.64257 0.16384
H -3.60897 -3.43333 0.43231
H -4.19468 -4.07602 -1.09936
H -4.73179 -1.23233 -0.07215
H -5.26391 -1.86410 -1.62607
H -3.01243 -3.38653 -3.02661
H -1.80376 -2.30750 -3.72621
H -4.84602 -1.98329 -4.02414
H -3.74379 -2.54347 -5.28109
H -3.63024 -0.88719 -4.69756
H -2.72304 0.70511 -3.10584
H -2.87422 1.16709 -1.43291
H -5.23763 0.16440 -3.11652
H -4.91885 1.83919 -2.67035
H -5.31673 0.66093 -1.42772
*
```

For the HOMO-LUMO gap (spin up / spin down), the calculation gives 4.39 / 4.15 eV. The energy above the lowest of the compared OMol25 structures with the same formula, charge and spin comes out at 0.2 kcal/mol. The strongest force on any atom comes out at 0.0151 hartree/bohr.

[2]
Computed, not measured: a molecular structure, C2H3ClIN, with ωB97M-V/def2-TZVPD.

```
! RIJCOSX wB97M-V def2-TZVPD def2/J DEFGRID3
* xyz 0 1
C 0.15151 0.62246 -0.87410
C 2.05120 0.28950 -2.38664
N 1.28868 0.41517 -1.37402
Cl 0.03283 1.27673 0.71458
I -0.87057 2.47587 3.44905
H 2.54611 -0.68056 -2.61314
H 2.17643 1.06014 -3.12363
H -1.44435 2.44274 4.90809
*
```

For the HOMO-LUMO gap (spin up / spin down), the calculation gives 8.59 / 8.60 eV. The energy above the lowest of the compared OMol25 structures with the same formula, charge and spin comes out at 54.1 kcal/mol. The strongest force on any atom comes out at 0.0275 hartree/bohr.

[3]
Computed, not measured: C11H17N in the gas phase, with ωB97M-V/def2-TZVPD.

```
! RIJCOSX wB97M-V def2-TZVPD def2/J DEFGRID3
* xyz 0 3
C -2.32202 0.01000 0.05979
C -1.15593 -0.71664 -0.31393
C -0.56423 1.49639 0.00485
C -3.55782 -0.55896 0.06082
C -1.13948 -1.95905 -0.88583
C -0.03833 2.66323 -0.38632
C -1.87975 1.30648 0.48231
C 2.03724 -0.58415 -1.24685
C 2.27518 0.79930 0.75076
C 1.44108 -1.59720 1.11407
C 1.40293 -0.33997 0.25174
N -0.01845 0.18632 0.05737
H -4.44557 -0.06613 0.36515
H -3.73822 -1.60986 -0.41882
H -0.25671 -2.42664 -1.12895
H -2.08063 -2.37325 -1.32242
H 0.89162 2.81227 -0.85809
H -0.63825 3.58308 -0.41370
H -2.61585 2.08279 0.19698
H -1.96057 1.42461 1.60464
H 3.06332 -0.80148 -1.24498
H 1.47278 -1.51843 -1.60806
H 1.92187 0.33822 -1.88263
H 1.70401 1.43591 1.55924
H 2.54004 1.46618 -0.15977
H 3.24223 0.49134 1.20605
H 0.66792 -1.55464 1.89606
H 1.42782 -2.42350 0.49630
H 2.32377 -1.56622 1.76422
*
```

For the HOMO-LUMO gap (spin up / spin down), the calculation gives 6.10 / 6.02 eV. The energy above the lowest of the compared OMol25 structures with the same formula, charge and spin comes out at 0.0 kcal/mol. The strongest force on any atom comes out at 0.1317 hartree/bohr.

[4]
Computed, not measured: a molecular structure, C28H23N2O9RuS, with ωB97M-V/def2-TZVPD.

```
! RIJCOSX wB97M-V def2-TZVPD def2/J DEFGRID3
* xyz 0 2
Ru -0.59979 0.90911 -0.47059
O -0.77247 5.24887 -1.63851
C -0.84733 4.07215 -1.02128
O -1.52815 3.15177 -1.39832
C 0.01134 3.99572 0.20663
O -0.48694 2.92366 0.97610
C 0.38371 2.54351 2.04844
C 1.34231 1.45281 1.59197
O 2.50525 1.45642 1.93235
O 0.77248 0.49691 0.90203
H -1.30915 5.19877 -2.44503
H -0.02276 4.93826 0.75678
H 1.03867 3.81142 -0.12241
H -0.26000 2.12371 2.82266
H 0.92630 3.40011 2.44514
C -3.59701 1.04600 -2.42475
O -2.33279 0.40973 -2.23864
C -2.29421 -0.95591 -2.33141
C -3.34821 -1.74022 -2.76488
C -3.18198 -3.11888 -2.83611
C -1.97462 -3.70359 -2.48951
C -0.91681 -2.91063 -2.06623
C -1.08427 -1.54309 -1.97078
N -0.05395 -0.63611 -1.56239
N 1.13094 -1.07097 -1.69058
C 2.20577 -0.28517 -1.57802
C 2.13221 1.13213 -1.44802
O 1.02202 1.76983 -1.41387
C 3.35783 1.87747 -1.41311
C 4.54901 1.25926 -1.52908
C 4.66354 -0.16102 -1.71408
C 5.91859 -0.76753 -1.88843
C 6.01713 -2.11870 -2.10669
C 4.85140 -2.89574 -2.14186
C 3.61620 -2.32173 -1.95475
C 3.49713 -0.93961 -1.74187
H -4.33948 0.62258 -1.74798
H -3.91942 0.94295 -3.46220
H -3.43970 2.09136 -2.18639
H -4.29098 -1.29239 -3.04220
H -4.00869 -3.73430 -3.16543
H -1.85554 -4.77757 -2.53462
H 0.03611 -3.34057 -1.79212
H 3.28579 2.94861 -1.27914
H 5.46273 1.84111 -1.48185
H 6.80743 -0.14869 -1.84837
H 6.98397 -2.58155 -2.25326
H 4.92365 -3.96114 -2.31928
H 2.72283 -2.92931 -1.97095
O -1.41565 -2.25753 6.90033
C -2.40928 -1.46738 6.43083
O -3.30006 -1.14024 7.16344
C -2.33264 -1.06088 4.99402
C -1.17650 -1.15084 4.22572
C -1.16868 -0.75754 2.89680
C -2.33108 -0.26108 2.30862
S -2.48328 0.21260 0.61279
C -3.49305 -0.17098 3.08092
C -3.48997 -0.55875 4.40655
H -0.80242 -2.48370 6.19181
H -0.24383 -1.51167 4.64728
H -0.27045 -0.85072 2.30581
H -4.39858 0.21291 2.62791
H -4.38467 -0.48402 5.01003
*
```

For the HOMO-LUMO gap (spin up / spin down), the calculation gives 6.53 / 6.11 eV. The energy above the lowest of the compared OMol25 structures with the same formula, charge and spin comes out at 16.0 kcal/mol. The strongest force on any atom comes out at 0.0244 hartree/bohr.

[5]
Computed, not measured: C3H2ClIN2 in the gas phase, with ωB97M-V/def2-TZVPD.

```
! RIJCOSX wB97M-V def2-TZVPD def2/J DEFGRID3
* xyz 0 1
C -0.14107 -1.11367 -0.04730
C 1.11309 -0.77940 -0.03045
C 0.15316 1.70883 0.05304
N -0.96688 1.18443 0.01217
N -1.17652 -0.12407 -0.07721
Cl 0.76733 3.22052 0.01936
I 2.97130 -1.60068 0.02085
H -0.59655 -2.09503 -0.08376
H -2.12385 -0.40092 0.13329
*
```

For the HOMO-LUMO gap (spin up / spin down), the calculation gives 7.94 / 7.50 eV. The energy above the lowest of the compared OMol25 structures with the same formula, charge and spin comes out at 102.7 kcal/mol. The strongest force on any atom comes out at 0.0695 hartree/bohr.

The records above yield DFT total energy values of -5396.99346; -890.53128; -483.86634; -2360.56115; -982.71745 a.u., respectively.